1.
# C26H35F3N4O9P

A 2-piece molecular cluster, C26H35F3N4O9P overall at a distorted geometry (ωB97M-V/def2-TZVPD, the OMol25 dataset).

The geometry in XYZ format:
```
78
Properties=species:S:1:pos:R:3:lowdin_charge:R:1
H 0.1129 1.8105 2.2480 0.085
C 5.9384 -4.6301 3.7787 0.000
C -2.3247 -3.3886 -0.3299 -0.196
H 0.6629 -0.7469 4.2371 0.106
C -2.2450 5.9018 -5.0471 -0.068
H -2.6265 1.9808 4.6449 0.127
O 1.3450 -2.4211 1.6403 0.076
N -1.9545 -1.3285 -1.8523 0.161
F -0.9072 -5.3233 -0.7188 0.075
H -2.9623 -1.2768 0.1020 0.150
C 3.8653 -4.2744 2.6003 -0.081
H -0.9658 1.3731 4.1609 0.113
O -0.3352 -0.7675 1.5362 -0.054
H -3.1952 -4.1453 -0.3643 0.180
H 6.4624 -3.0576 0.7957 0.118
O -1.8543 -3.3545 1.0479 -0.023
H -3.6970 2.4368 -5.0240 0.106
C -1.9949 4.7102 -2.6229 -0.020
H -3.8927 -2.1077 -1.2630 0.161
N -1.0839 0.5174 -0.3280 0.013
H -0.5359 3.4703 2.6769 0.139
F -1.4940 -4.1819 -2.5928 0.083
H -2.0418 6.8066 -5.7176 0.096
C 5.9375 -3.5346 1.6162 -0.003
C -1.2055 -0.2728 -1.5933 -0.161
H 0.8971 0.6656 0.5129 0.161
H 0.5601 -0.9218 -0.4406 0.147
C 6.6214 -4.0130 2.7322 -0.145
C -2.5595 2.3655 -0.9418 -0.106
H 2.4310 -1.1647 3.6937 0.098
C -0.9976 1.9721 -0.6396 -0.253
H 1.5787 0.4537 3.1241 0.085
C -2.6985 3.4181 -3.0879 -0.205
C 4.5546 -4.7571 3.7090 -0.064
C 0.1136 -0.1540 0.2771 -0.118
H -2.6400 -3.4286 1.6330 0.126
H 0.2481 -0.5156 -4.7943 0.033
H -1.0129 4.0586 0.3826 0.122
C 4.5543 -3.6685 1.5540 -0.072
F 0.0867 -3.3061 -1.0542 0.073
O 8.6370 -3.2785 1.8908 0.073
P -0.6767 0.4424 -4.2159 0.776
H -3.3894 -0.1566 4.1696 0.097
O -2.9189 2.2344 -2.3327 -0.114
H 1.8515 1.4896 -2.4387 0.114
H -1.6121 4.8053 -1.5572 0.072
H 4.0123 -5.2300 4.5212 0.109
O 1.4169 1.9539 -1.6906 -0.025
H -2.5712 1.1566 1.6949 0.092
C -3.1922 3.3744 -4.5838 0.003
H -1.2402 6.8894 -3.1633 0.098
C -0.5221 3.0158 0.4789 -0.105
C -1.1526 -4.0029 -1.2239 -0.334
H 2.7850 -4.3701 2.5517 0.095
H 0.6117 3.2216 0.3585 0.133
H 4.0115 -3.2970 0.6912 0.102
H -0.1556 2.6307 -2.7735 0.137
H 6.4639 -5.0102 4.6478 0.121
O 8.6441 -4.3024 3.7970 0.078
H -3.0026 2.8152 2.4379 0.121
C -0.0199 1.8743 -1.9292 -0.252
C -0.7348 2.5511 2.0022 -0.179
O -2.1290 0.0526 -4.5428 -0.435
H -1.9459 -1.7427 -2.7967 0.160
H -3.1672 1.5563 -0.3794 0.139
C -2.0831 1.3510 3.8594 -0.228
H -2.8645 3.3568 -0.4535 0.140
O -2.4566 -0.0564 3.8738 -0.117
N -0.2980 0.4874 -2.4907 -0.092
C -2.8376 -1.9424 -0.8184 -0.030
C -1.7724 5.9515 -3.5623 -0.045
C -2.1953 2.0058 2.3634 -0.154
C 1.4535 -0.6603 3.4012 0.028
C 0.8355 -1.3751 2.1013 -0.389
H -0.3634 1.7004 -4.8706 0.058
H -3.2869 4.5614 -6.6097 0.097
C -2.9555 4.6002 -5.5118 -0.060
N 8.0756 -3.8541 2.8120 -0.347
```

Properties
energy above the lowest of the compared OMol25 structures with the same formula, charge and spin = 209.8 kcal/mol
HOMO energy = -11.08 eV
total charge = +1
frontier orbital gap = 7.3 eV
electronic energy = -69341.382 eV


2.
# C9H12F7O9S

A 3-piece molecular cluster, C9H12F7O9S overall (ωB97M-V/def2-TZVPD, the OMol25 dataset).

The geometry in XYZ format:
```
38
Properties=species:S:1:pos:R:3:lowdin_charge:R:1
C 1.2945 -1.0800 -5.7209 -0.629
C 1.3930 -2.4324 -3.8159 -0.029
C -1.2936 2.2230 1.7598 -0.016
C 1.1113 0.1479 -7.6820 -0.059
H -1.0707 2.4658 0.7281 0.093
O 1.2095 -1.7822 -0.9391 -0.321
F 1.5235 0.2950 3.0346 0.169
H 0.4096 0.8572 -7.2458 0.095
F -0.2940 -1.8573 2.2874 0.091
F 1.1104 -1.0337 4.6955 0.156
C 1.9785 -2.0563 2.7210 -0.375
F 3.1962 -2.1751 2.1771 0.147
F 0.8317 -3.3523 1.1799 0.092
F 1.8090 -3.1386 3.5283 0.123
H -4.0836 3.7018 5.4696 0.093
H 2.4019 -2.1183 -3.5615 0.098
O -2.4499 2.1239 4.1850 0.121
C 1.9365 -0.8060 3.6597 -0.527
H 0.8627 -0.0307 -8.7248 0.087
C -2.9759 2.7402 3.2951 -0.630
C 0.8734 -2.0810 1.6351 -0.450
O 1.0156 -1.1202 -7.0376 -0.013
F 3.1623 -0.5769 4.1600 0.158
H 1.2621 -3.4879 -3.6019 0.094
O 1.6057 -0.0879 -5.1194 0.131
O -4.1480 3.3936 3.4149 -0.012
H -1.4074 1.1490 1.8572 0.081
H -0.5045 2.5829 2.4167 0.098
O -2.5332 2.9075 2.0660 0.009
H -5.6648 3.8493 4.6582 0.088
O -0.1711 -0.1409 0.2425 -0.324
C -4.7383 3.2830 4.7066 -0.061
H -4.9486 2.2423 4.9488 0.094
O 2.2535 -0.1235 0.5173 -0.318
H 2.1209 0.5480 -7.6008 0.093
O 1.1671 -2.3027 -5.2375 0.002
S 1.0700 -0.8826 0.1845 0.473
H 0.6851 -1.8437 -3.2417 0.079
```

Properties
HOMO energy = -6.28 eV
total charge = -1
frontier orbital gap = 9.0 eV
electronic energy = -57815.604 eV


3.
# C3H3N3O2

One molecule with the formula C3H3N3O2 at a distorted geometry (ωB97M-V/def2-TZVPD, the OMol25 dataset).

The geometry in XYZ format:
```
11
Properties=species:S:1:pos:R:3:lowdin_charge:R:1
C 0.4280 0.1965 -0.1868 -0.359
O -2.7768 -0.9638 -0.0399 0.100
N -0.4422 -0.8256 0.0130 0.169
H 3.4554 -0.7000 0.1868 0.224
C -1.6146 -0.3418 -0.0075 -0.486
N -1.4735 1.0693 0.1943 0.055
H -3.5644 -0.3431 -0.0790 0.154
N -0.2328 1.4611 -0.1278 0.086
C 1.7644 0.1711 0.0280 -0.186
O 2.4224 -0.8660 0.0122 0.142
H 2.0341 1.1423 0.0067 0.101
```

Properties
energy above the lowest of the compared OMol25 structures with the same formula, charge and spin = 102.7 kcal/mol
HOMO energy = -8.92 eV
total charge = 0
frontier orbital gap = 8.5 eV
structure (SMILES) = O/C=C1/N=NC(O)=N1
electronic energy = -11721.503 eV


4.
# C6H11N2

An isolated ion of composition C6H11N2 and charge +1 at a distorted geometry (ωB97M-V/def2-TZVPD, the OMol25 dataset).

The geometry in XYZ format:
```
19
Properties=species:S:1:pos:R:3:lowdin_charge:R:1
H 0.1956 1.5998 1.9663 0.183
H -1.3331 -0.8843 -1.7601 0.114
H 1.5715 2.1026 1.1436 0.178
H -2.5377 -1.8727 -0.1042 0.103
C 1.0013 0.1481 0.7004 -0.162
H 1.4070 -0.3875 1.5506 0.137
H 2.2920 -0.9311 -0.5616 0.133
C -0.6688 -0.5759 0.2222 0.027
H 2.4576 0.8183 -0.7394 0.124
C 1.7432 0.0081 -0.5945 -0.158
C -0.5471 -0.5527 -1.0998 -0.142
C -2.2279 -1.1864 0.6711 -0.162
N 0.7016 1.5590 1.0724 0.206
H -3.6847 -1.1281 1.9353 0.073
C 0.7104 -0.0647 -1.7322 -0.167
H 0.1021 1.9836 0.3529 0.179
N -2.7576 -0.7768 1.7064 0.089
H 0.5433 0.8988 -2.2207 0.121
H 1.0314 -0.7581 -2.5086 0.124
```

Properties
energy above the lowest of the compared OMol25 structures with the same formula, charge and spin = 80.3 kcal/mol
HOMO energy = -13.45 eV
total charge = +1
frontier orbital gap = 9.9 eV
structure (SMILES) = [H]/N=C/C1=CCC[C@H]1[NH3+]
electronic energy = -9371.251 eV


5.
# C4H12Br2IMnO2

C4H12Br2IMnO2 as an isolated structure (ωB97M-V/def2-TZVPD, the OMol25 dataset).

The geometry in XYZ format:
```
22
Properties=species:S:1:pos:R:3:lowdin_charge:R:1
Mn -0.2507 0.7362 0.2063 -0.036
H -1.3390 -2.9344 1.5182 0.051
C -2.6767 -1.2828 1.3413 -0.306
C 2.9794 1.0161 -2.5165 -0.089
H 1.0457 2.5361 -1.7273 0.088
H -3.6437 -0.9173 1.6965 0.113
H -2.7294 -1.3607 0.2572 0.090
H -1.6712 -0.0529 2.5391 0.073
Br 0.9175 1.6509 2.2790 -0.185
Br 0.3051 -1.5155 -0.8792 -0.131
I -2.3679 2.2363 -0.9468 -0.206
H 2.4520 0.1348 -2.8818 0.061
C -2.2953 -2.6237 1.9390 -0.093
H 4.0532 0.8246 -2.5115 0.072
H -3.0454 -3.3835 1.7073 0.071
H 3.1076 2.2233 -0.7285 0.113
C 2.5108 1.3961 -1.1271 -0.333
O -1.6683 -0.2873 1.6057 -0.286
H 2.7720 1.8253 -3.2264 0.072
H -2.1964 -2.5690 3.0266 0.070
O 1.1281 1.7880 -1.1286 -0.285
H 2.6126 0.5590 -0.4425 0.075
```

Properties
energy above the lowest of the compared OMol25 structures with the same formula, charge and spin = 0.0 kcal/mol
spin multiplicity = 6
HOMO energy (alpha / beta) = -4.87 / -4.96 eV
total charge = -1
frontier orbital gap (alpha / beta) = 7.9 / 8.0 eV
electronic energy = -187950.775 eV


6.
# C10H26BLiNO2

C10H26BLiNO2 as an isolated structure at a distorted geometry (ωB97M-V/def2-TZVPD, the OMol25 dataset).

The geometry in XYZ format:
```
41
Properties=species:S:1:pos:R:3:lowdin_charge:R:1
H 2.0051 0.9885 2.5937 0.083
H -1.2062 1.5777 2.5358 0.083
H 1.0372 -1.8267 -3.7885 0.082
C 1.8324 -0.0818 2.4328 -0.052
B -0.8885 3.1501 -2.4678 -0.455
Li 0.0262 1.2656 -1.6605 0.582
H -0.3836 -3.2976 1.1407 0.101
N 0.2031 0.4153 0.5737 -0.236
O 0.4311 1.8087 0.5456 -0.297
C 0.3615 -1.3012 -3.1152 -0.119
H 2.6481 1.1197 0.0094 0.078
C -0.1844 -2.2747 1.4806 -0.196
H 1.1006 -0.3466 3.2003 0.056
H -1.9907 0.5365 -0.9738 0.064
H 1.0986 -2.0844 -0.2369 0.085
H -2.1852 -1.7273 1.6367 0.111
C -1.4433 0.5128 2.4564 -0.046
C 1.1263 -1.8532 0.8281 -0.144
O 0.4500 0.1284 -3.2514 -0.188
C -2.2007 0.6950 0.0874 -0.055
H -1.0302 2.3476 -3.3130 -0.078
H -2.2789 1.7773 0.1871 0.070
H -3.1809 0.2739 0.3270 0.082
H -1.2776 4.1942 -2.8058 -0.069
H -1.5649 2.8168 -1.5780 -0.077
H 2.3152 -0.2545 -0.9873 0.063
H 1.9296 -2.4026 1.3267 0.110
C 1.3825 -0.3153 1.0026 -0.535
H 2.7637 -0.5700 2.7374 0.074
C -1.1484 0.0856 1.0132 -0.535
H 0.4971 0.2931 -4.1959 0.087
C 2.5271 0.0380 0.0523 -0.049
H -0.8699 -0.1146 3.1405 0.055
H 3.4440 -0.5267 0.2431 0.079
H 0.2131 3.1649 -2.1154 -0.076
H -1.5901 -1.7629 -0.0449 0.111
H -0.0458 -2.2822 2.5630 0.100
H -2.4830 0.4003 2.7808 0.074
H 0.6013 -1.5265 -2.0780 0.045
H -0.6804 -1.6015 -3.2595 0.085
C -1.3614 -1.4396 0.9768 -0.151
```

Properties
energy above the lowest of the compared OMol25 structures with the same formula, charge and spin = 16.6 kcal/mol
HOMO energy = -2.58 eV
total charge = -1
frontier orbital gap = 5.2 eV
electronic energy = -17257.367 eV